(1)
Molecular formula: C37H29CrN9
Method: DFT, ωB97M-V/def2-TZVPD

Computed properties:
* expectation value of S²: 0.7603
* calculated total energy: -2963.79617 a.u.
* orbital gap (spin up / spin down): 0.260 / 0.247 Eh
* strongest force on any atom: 0.01107 Eh/bohr
* LUMO level (spin up / spin down): -9.53 / -9.86 eV
* 2S+1: 2
* total charge: +3

Each line ends with the Löwdin charge.
CARTESIAN COORDINATES (ANGSTROEM)
Cr (-0.01275, 0.02794, 0.08013)  0.81
C (1.17585, 4.07139, -1.54761)  0.01
C (1.10694, 3.86613, -2.91152)  0.02
C (0.82115, 2.59117, -3.37290)  0.04
C (0.60332, 1.57148, -2.46653)  -0.19
N (0.58906, 1.78128, -1.12974)  0.06
C (0.89613, 3.01682, -0.69954)  -0.06
C (0.48962, 0.16223, -2.87139)  -0.19
C (0.67936, -0.28061, -4.16929)  0.05
C (0.68535, -1.64129, -4.41932)  0.03
C (0.48915, -2.51915, -3.36843)  0.05
C (0.28004, -2.00928, -2.09852)  -0.19
N (0.28755, -0.69073, -1.85756)  0.04
C (-0.07601, -2.83758, -0.93652)  -0.19
C (-0.14562, -4.21626, -0.99816)  0.04
C (-0.66579, -4.92304, 0.07423)  0.02
C (-1.11165, -4.21554, 1.17316)  0.01
C (-0.96508, -2.84148, 1.18625)  -0.06
N (-0.43685, -2.14273, 0.16718)  0.06
H (1.42993, 5.03798, -1.13253)  0.14
H (1.29211, 4.67213, -3.61042)  0.14
H (0.77947, 2.40033, -4.43525)  0.13
H (0.92140, 3.18211, 0.36127)  0.10
H (0.84249, 0.42081, -4.97485)  0.13
H (0.84177, -2.01421, -5.42363)  0.14
H (0.47917, -3.58523, -3.54567)  0.13
H (0.19342, -4.74457, -1.87704)  0.13
H (-0.73766, -6.00276, 0.03503)  0.14
H (-1.55873, -4.71343, 2.02376)  0.14
H (-1.28605, -2.29270, 2.05178)  0.10
C (-2.49144, -0.01473, 5.26799)  -0.02
C (-1.14868, -0.21240, 5.57915)  -0.02
C (-0.21502, -0.36274, 4.57257)  0.02
C (-0.62785, -0.32346, 3.23711)  -0.27
C (-1.97525, -0.12951, 2.92851)  -0.06
C (-2.90224, 0.01882, 3.94034)  -0.03
N (0.29146, -0.47123, 2.15550)  -0.03
N (1.39477, -0.93849, 2.45932)  0.15
C (2.35470, -0.93619, 1.45088)  -0.29
C (3.60101, -1.45294, 1.74433)  0.06
C (4.58530, -1.40643, 0.77005)  0.02
C (4.28169, -0.82838, -0.45171)  0.01
C (3.00478, -0.33554, -0.66675)  -0.07
N (2.04344, -0.39035, 0.25847)  0.04
H (-3.21796, 0.11541, 6.06052)  0.13
H (-0.82982, -0.24886, 6.61307)  0.13
H (0.83179, -0.48949, 4.80488)  0.12
H (-2.30090, -0.12886, 1.89444)  0.09
H (-3.95070, 0.15474, 3.70231)  0.12
H (3.77035, -1.86957, 2.72915)  0.14
H (5.57513, -1.80173, 0.96284)  0.14
H (5.02201, -0.75481, -1.23753)  0.13
H (2.75598, 0.12722, -1.61126)  0.12
C (0.98325, 3.63419, 4.44829)  -0.02
C (-0.36702, 3.85205, 4.18674)  -0.02
C (-0.97947, 3.22759, 3.11773)  0.02
C (-0.23280, 2.37980, 2.29373)  -0.27
C (1.12116, 2.16637, 2.55668)  -0.06
C (1.72626, 2.79538, 3.62583)  -0.03
N (-0.81059, 1.70706, 1.17533)  -0.03
N (-1.90291, 2.14713, 0.79977)  0.15
C (-2.55325, 1.40408, -0.18191)  -0.29
C (-3.77443, 1.86197, -0.63509)  0.06
C (-4.46211, 1.10466, -1.56989)  0.02
C (-3.90230, -0.08791, -1.99798)  0.01
C (-2.67006, -0.47393, -1.49582)  -0.07
N (-1.99040, 0.25585, -0.60769)  0.04
H (1.45639, 4.11658, 5.29464)  0.13
H (-0.94392, 4.51291, 4.82097)  0.13
H (-2.03165, 3.37111, 2.92325)  0.12
H (1.70836, 1.53317, 1.90153)  0.09
H (2.78124, 2.64202, 3.82147)  0.12
H (-4.15836, 2.79341, -0.23833)  0.14
H (-5.42292, 1.43094, -1.94896)  0.14
H (-4.40916, -0.72075, -2.71464)  0.13
H (-2.22516, -1.40629, -1.81323)  0.12

***

(2)
Molecular formula: C37H30BClF9N5O3PbSe
Method: DFT, ωB97M-V/def2-TZVPD

Computed properties:
* calculated total energy: -5905.68218 a.u.
* orbital gap (spin up / spin down): 0.207 / 0.199 Eh
* strongest force on any atom: 0.04273 Eh/bohr
* LUMO level (spin up / spin down): -1.66 / -2.06 eV
* 2S+1: 1
* ΔE to the lowest compared entry with this formula, charge and spin: 317.0 kJ/mol

Each line ends with the Löwdin charge.
CARTESIAN COORDINATES (ANGSTROEM)
Pb (-0.59752, -0.22337, 0.04253)  1.50
C (-1.28162, -1.52707, 3.64743)  -0.13
O (-0.23422, -1.39427, 2.70753)  -0.27
C (1.03718, -1.24757, 3.16273)  -0.28
C (1.39268, -1.24107, 4.50623)  -0.02
C (2.72058, -1.12787, 4.87923)  -0.07
C (3.72068, -1.01887, 3.92643)  -0.07
C (3.38708, -1.01417, 2.59113)  0.00
C (2.05178, -1.12047, 2.18933)  -0.18
N (1.73328, -1.08577, 0.85263)  0.04
N (2.57168, -1.34147, -0.00647)  0.15
C (2.50278, -1.85527, -1.18857)  -0.11
C (1.30158, -2.66737, -1.46687)  -0.33
O (0.33908, -2.67517, -0.68487)  -0.08
C (1.39558, -3.50977, -2.62387)  0.02
C (2.49488, -3.54577, -3.41227)  0.01
C (3.63358, -2.71627, -3.18257)  -0.18
C (4.74738, -2.72797, -4.03217)  -0.02
C (5.80688, -1.87967, -3.79817)  -0.07
C (5.79408, -1.01787, -2.70037)  -0.06
C (4.71848, -0.99797, -1.84077)  0.01
C (3.62908, -1.84657, -2.07117)  -0.10
H (-1.25992, -2.51287, 4.12023)  0.11
H (-1.23802, -0.73477, 4.40113)  0.06
H (-2.20142, -1.41897, 3.07573)  0.07
H (0.63348, -1.30627, 5.26763)  0.11
H (2.97768, -1.11707, 5.92523)  0.11
H (4.75828, -0.93117, 4.21083)  0.11
H (4.12468, -0.86167, 1.81993)  0.11
H (0.53178, -4.12257, -2.83457)  0.12
H (2.53558, -4.21797, -4.25917)  0.12
H (4.75348, -3.40127, -4.87997)  0.11
H (6.65208, -1.87907, -4.47227)  0.10
H (6.63588, -0.36677, -2.52257)  0.11
H (4.68488, -0.32247, -0.99957)  0.12
C (-2.56472, 3.55943, -2.12367)  -0.02
C (-2.34122, 2.55563, -1.13847)  -0.21
N (-2.18892, 1.72153, -0.36817)  0.09
H (-2.57732, 4.55113, -1.67167)  0.09
H (-3.52032, 3.36513, -2.61387)  0.10
H (-1.75912, 3.50063, -2.85757)  0.11
Cl (-1.70662, -4.14447, 1.18623)  0.78
C (-3.10642, -3.16647, 1.41283)  -0.62
C (-3.96152, -3.44847, 2.46353)  -0.11
C (-5.03692, -2.61447, 2.72753)  -0.07
C (-5.24682, -1.48757, 1.93623)  -0.08
C (-4.42282, -1.23227, 0.86503)  -0.04
C (-3.33992, -2.07717, 0.54253)  -0.34
C (-2.54352, -1.83477, -0.61047)  -0.09
H (-3.77362, -4.31277, 3.08233)  0.11
H (-5.69912, -2.82937, 3.55313)  0.11
H (-6.06652, -0.81907, 2.15973)  0.10
H (-4.59002, -0.37047, 0.23483)  0.11
H (-2.99872, -1.23477, -1.38137)  0.06
H (-1.94362, -2.65767, -0.96457)  0.04
C (-3.50382, 2.61903, 2.57763)  -0.06
N (-2.41452, 3.54783, 2.47773)  -0.13
C (-2.49122, 4.90633, 2.35403)  -0.05
C (-1.22222, 5.38653, 2.40253)  -0.04
N (-0.38162, 4.32283, 2.56093)  -0.10
C (1.04498, 4.37623, 2.70703)  -0.01
C (-1.11342, 3.19493, 2.58523)  -0.67
Se (-0.55412, 1.47033, 2.79803)  0.83
H (-4.44722, 3.15013, 2.48853)  0.09
H (-3.46912, 2.10503, 3.54123)  0.09
H (-3.42802, 1.86403, 1.79453)  0.05
H (-3.42322, 5.42463, 2.25653)  0.12
H (-0.86192, 6.39313, 2.33983)  0.12
H (1.36808, 5.40533, 2.83613)  0.10
H (1.53728, 3.96343, 1.82923)  0.07
H (1.34548, 3.78613, 3.57213)  0.09
F (3.10928, 1.41873, 0.77783)  0.13
B (2.41048, 2.30623, -0.01887)  -1.38
F (1.02848, 2.21093, 0.29543)  -0.01
F (2.58358, 2.00693, -1.34057)  0.15
F (2.80798, 3.59993, 0.26593)  0.12
F (-1.28392, 0.18683, -7.47957)  0.10
C (-0.94272, 0.13243, -6.17957)  -0.15
C (-1.87762, 0.34843, -5.18127)  -0.15
F (-3.15082, 0.64133, -5.50477)  0.10
C (-1.51852, 0.25613, -3.84727)  -0.13
F (-2.51282, 0.46103, -2.94227)  0.04
C (-0.21102, -0.05037, -3.39467)  -0.30
O (0.15248, -0.19877, -2.18167)  -0.20
C (0.71348, -0.22867, -4.46457)  -0.12
F (1.99118, -0.51777, -4.16007)  0.11
C (0.36438, -0.15707, -5.79867)  -0.14
F (1.28548, -0.38147, -6.75027)  0.11

***

(3)
Molecular formula: C37H30N2OPReS2
Method: DFT, ωB97M-V/def2-TZVPD

Computed properties:
* expectation value of S²: 0.7582
* calculated total energy: -2828.61419 a.u.
* orbital gap (spin up / spin down): 0.265 / 0.243 Eh
* strongest force on any atom: 0.00734 Eh/bohr
* LUMO level (spin up / spin down): -2.74 / -3.86 eV
* 2S+1: 2
* total charge: +1
* ΔE to the lowest compared entry with this formula, charge and spin: 0.0 kJ/mol

Each line ends with the Löwdin charge.
CARTESIAN COORDINATES (ANGSTROEM)
Re (-0.81445, 0.95725, -0.00195)  0.95
S (-0.00098, -0.29542, 1.78368)  0.68
C (-1.39777, -1.18175, 2.36843)  -0.65
C (-1.28372, -2.02597, 3.47420)  -0.11
C (-2.37525, -2.76039, 3.90225)  -0.07
C (-3.59507, -2.66194, 3.23632)  -0.08
C (-3.71785, -1.81696, 2.14778)  -0.11
C (-2.61671, -1.07972, 1.71862)  -0.64
S (-2.78473, -0.00929, 0.31994)  0.67
H (-0.33355, -2.09866, 3.98911)  0.11
H (-2.27935, -3.41183, 4.76125)  0.11
H (-4.44842, -3.23428, 3.57490)  0.11
H (-4.66301, -1.72133, 1.62623)  0.11
C (-0.54407, 6.13576, -1.44688)  -0.08
C (0.48356, 5.21138, -1.54536)  -0.07
C (0.47014, 4.06741, -0.75605)  -0.06
C (-0.58586, 3.84827, 0.11633)  -0.34
C (-1.61218, 4.78033, 0.23172)  -0.02
C (-1.58936, 5.92007, -0.55354)  -0.06
N (-0.63061, 2.63325, 0.88322)  -0.20
C (-0.61702, 2.83447, 2.31171)  -0.33
C (0.40992, 3.58155, 2.87551)  -0.02
C (0.43721, 3.78192, 4.24581)  -0.07
C (-0.55914, 3.24571, 5.05255)  -0.08
C (-1.58761, 2.51196, 4.48039)  -0.06
C (-1.62129, 2.30793, 3.10836)  -0.06
H (-0.52564, 7.03214, -2.05263)  0.11
H (1.30848, 5.38545, -2.22388)  0.11
H (1.27772, 3.34430, -0.80820)  0.11
H (-2.42071, 4.59942, 0.92929)  0.13
H (-2.39015, 6.64324, -0.47124)  0.11
H (1.18274, 4.00073, 2.24264)  0.12
H (1.24085, 4.35860, 4.68486)  0.11
H (-0.53523, 3.40608, 6.12209)  0.11
H (-2.37114, 2.09515, 5.09970)  0.11
H (-2.42010, 1.73391, 2.65678)  0.09
O (0.53791, 0.07046, -1.24362)  -0.53
P (1.04414, -1.36621, -1.49422)  0.87
C (2.66878, -1.54864, -0.77336)  -0.29
C (3.21938, -0.50199, -0.04028)  -0.07
C (4.48696, -0.64010, 0.50628)  -0.06
C (5.20049, -1.81395, 0.31763)  -0.06
C (4.65432, -2.85834, -0.42035)  -0.06
C (3.39058, -2.72726, -0.96925)  -0.07
C (-0.04739, -2.62434, -0.85745)  -0.31
C (-1.29088, -2.81311, -1.46715)  -0.09
C (-2.18634, -3.72558, -0.93693)  -0.06
C (-1.84364, -4.45032, 0.19843)  -0.05
C (-0.60982, -4.26647, 0.80696)  -0.06
C (0.29043, -3.35230, 0.28329)  -0.08
C (1.14649, -1.55934, -3.26809)  -0.28
C (1.30064, -0.42585, -4.06393)  -0.06
C (1.44726, -0.56467, -5.43534)  -0.06
C (1.44572, -1.82821, -6.01013)  -0.06
C (1.29279, -2.95928, -5.21887)  -0.06
C (1.14165, -2.82845, -3.84750)  -0.07
H (2.66055, 0.41253, 0.10573)  0.09
H (4.91504, 0.17057, 1.08076)  0.11
H (6.18969, -1.91762, 0.74408)  0.11
H (5.21506, -3.77156, -0.56862)  0.11
H (2.96969, -3.54171, -1.54710)  0.11
H (-1.55901, -2.24420, -2.34959)  0.12
H (-3.15010, -3.87094, -1.40625)  0.11
H (-2.54432, -5.16472, 0.61150)  0.12
H (-0.35273, -4.82555, 1.69674)  0.12
H (1.24738, -3.19538, 0.76463)  0.11
H (1.29659, 0.55669, -3.60968)  0.11
H (1.56314, 0.31383, -6.05625)  0.11
H (1.56035, -1.93300, -7.08115)  0.11
H (1.28496, -3.94209, -5.67081)  0.11
H (1.00318, -3.71180, -3.23532)  0.11
N (-2.03884, 2.45492, -2.59771)  0.22
C (-1.57221, 1.91313, -1.68766)  -0.21
H (-2.46757, 2.96207, -3.34337)  0.11